7 unconnected molecules or ions with the total composition C45H70ClN5O19 in a non-equilibrium geometry, computed with ωB97M-V with the def2-TZVPD basis set.

```
! RIJCOSX wB97M-V def2-TZVPD def2/J DEFGRID3
* xyz 0 1
H 3.40775 1.13958 -1.56407
N 3.66175 1.56804 -2.46612
C 4.58032 2.43642 -2.27320
C 5.23003 2.74342 -0.87494
C 4.19358 2.79038 0.30727
C 4.38815 1.79602 1.37065
C 3.47176 1.73238 2.55367
C 3.54733 0.70984 3.73256
N 4.85349 0.05296 3.91855
C 5.47938 0.35909 5.22883
C 2.36800 2.70250 2.59439
C 2.15318 3.70994 1.50212
N 1.05158 4.55232 1.62092
C 0.89910 5.40654 0.57489
C -0.36160 6.35155 0.63886
C -1.60535 5.35198 0.86233
C -2.98366 6.08039 0.75954
O -3.14241 7.24920 0.46661
N -4.20791 5.31853 1.07135
C -3.86778 3.89824 1.19240
C -3.62698 3.27162 2.51258
C -3.23820 1.83844 2.61707
C -3.09267 1.03260 1.39295
C -3.37035 1.62119 0.07380
C -3.75600 3.04520 -0.02795
C 1.87914 5.43628 -0.55887
Cl 1.56084 6.64778 -1.87319
N 2.97042 4.66159 -0.73880
C 3.05141 3.78032 0.33668
H 4.97342 3.00251 -3.16683
H 5.97149 1.91070 -0.66888
H 5.82915 3.70355 -0.86543
H 5.22304 1.05320 1.30941
H 2.73843 -0.06578 3.55722
H 3.27480 1.19230 4.72097
H 5.49100 0.19359 3.13948
H 5.14579 -0.39509 5.99873
H 5.33276 1.42723 5.55111
H 6.59948 0.21160 5.13518
H 1.63994 2.67938 3.44863
H -0.56798 6.87273 -0.32731
H -0.33413 7.03572 1.52951
H -1.46398 4.94449 1.90687
H -1.46900 4.54206 0.08597
H -4.90564 5.46884 0.33825
H -3.72534 3.84540 3.46473
H -3.05237 1.39798 3.63366
H -2.76755 -0.03403 1.48843
H -3.27060 1.02738 -0.86399
H -3.95365 3.56160 -1.00636
C 2.26098 9.79136 -0.65456
C 2.67032 9.66518 -2.10971
O 2.75986 10.95436 -2.73159
C 3.85900 11.65919 -2.44068
O 4.76159 11.30588 -1.72497
O 3.77189 12.84099 -3.06688
C 4.84139 13.73523 -2.76235
H 1.34010 10.37234 -0.56471
H 2.10483 8.80802 -0.21089
H 3.02399 10.31207 -0.07339
H 1.90760 9.10957 -2.65448
H 3.60841 9.11657 -2.21946
H 5.81107 13.26850 -2.93795
H 4.76000 14.07295 -1.72802
H 4.74861 14.59899 -3.41913
C -5.83747 -3.76039 6.25532
C -6.36898 -3.04912 5.02653
O -5.30705 -2.44315 4.27807
C -4.58159 -3.27927 3.52701
O -4.74730 -4.46814 3.42277
O -3.61825 -2.56879 2.92577
C -2.70535 -3.36167 2.16482
H -5.22932 -3.08193 6.85776
H -6.65824 -4.13927 6.86656
H -5.19874 -4.60135 5.98029
H -7.03254 -2.23980 5.33461
H -6.95230 -3.72046 4.39249
H -3.23063 -3.99482 1.44911
H -2.09111 -3.96617 2.83450
H -2.05544 -2.68317 1.61395
C -4.45580 -8.59742 1.03733
C -3.37103 -7.84744 1.78486
O -2.07533 -8.39975 1.50714
C -1.55040 -8.05931 0.32771
O -2.05908 -7.33354 -0.49166
O -0.37086 -8.67978 0.20071
C 0.25607 -8.47630 -1.06559
H -4.39718 -9.66753 1.24865
H -5.44339 -8.23218 1.32323
H -4.34636 -8.47994 -0.04226
H -3.53181 -7.95373 2.85832
H -3.39164 -6.77882 1.56065
H 0.34470 -7.41462 -1.29855
H -0.30451 -8.99475 -1.84510
H 1.25610 -8.90386 -1.01304
C 13.12020 -0.59558 3.99736
C 11.95286 -1.07579 4.83685
O 10.83941 -0.17750 4.73915
C 10.12002 -0.27245 3.61590
O 10.31846 -1.03639 2.70646
O 9.14786 0.65056 3.66638
C 8.36101 0.72277 2.47942
H 13.38218 0.43234 4.25771
H 13.99225 -1.23372 4.14909
H 12.87216 -0.60160 2.93472
H 12.24527 -1.09430 5.88773
H 11.65306 -2.09099 4.56778
H 7.96083 -0.25588 2.20830
H 8.95949 1.13285 1.66450
H 7.52473 1.39557 2.67155
C -4.80829 -0.91336 -4.03402
C -5.76815 -1.92062 -3.43206
O -5.32587 -3.26381 -3.66905
C -4.32310 -3.69151 -2.88218
O -3.78678 -3.05441 -2.01205
O -4.00125 -4.94313 -3.24992
C -2.87183 -5.47604 -2.55046
H -4.64571 -1.12438 -5.09331
H -5.19828 0.10060 -3.92962
H -3.83238 -0.95706 -3.54726
H -6.74256 -1.82499 -3.91363
H -5.91760 -1.74723 -2.36403
H -3.00339 -5.40500 -1.47328
H -1.96430 -4.95572 -2.86265
H -2.77853 -6.52657 -2.81689
C -6.45105 -5.88671 -5.01711
C -5.37018 -5.59669 -6.04045
O -5.38111 -6.57528 -7.09175
C -6.34363 -6.42706 -8.00734
O -7.17705 -5.55690 -8.02975
O -6.23638 -7.43210 -8.88922
C -7.27017 -7.44909 -9.87226
H -6.36390 -6.91060 -4.64509
H -6.37966 -5.19924 -4.17842
H -7.44678 -5.79236 -5.45516
H -4.39319 -5.66153 -5.56268
H -5.46097 -4.58818 -6.45004
H -7.35038 -6.48768 -10.38048
H -8.22023 -7.71762 -9.40760
H -7.01520 -8.21001 -10.60861
*
```

Its LUMO energy is -1.01 eV. For the HOMO-LUMO gap, the calculation gives 7.877 eV. For the total energy, the calculation gives -106673.3844 eV. The structure (SMILES) is [H]/N=C\Cc1cc(CNC)cc2nc(CCC(=O)Nc3ccccc3)c(Cl)nc12.CCOC(=O)OC.CCOC(=O)OC.CCOC(=O)OC.CCOC(=O)OC.CCOC(=O)OC.CCOC(=O)OC.